[1]
Here is 2 unconnected molecules or ions with the total composition CH6S4 at a distorted geometry from the OMol25 dataset. Energies are from the ωB97M-V functional and the def2-TZVPD basis.

Cartesian coordinates (Å):
S: 2.826 -0.276 0.195
S: 3.664 -2.256 -0.087
H: 3.663 0.076 1.208
H: 3.271 -2.856 1.077
C: -1.429 -0.047 0.020
S: -3.064 0.653 -0.424
S: -2.269 2.518 -0.840
H: -1.293 -0.751 -0.815
H: -1.463 -0.526 1.011
H: -0.537 0.575 0.107
H: -3.370 2.890 -1.451

Results
2S+1	2
HOMO-LUMO gap (alpha / beta)	6.352 / 3.579	eV
maximum force	2.84	eV/A
⟨S²⟩	0.75
E_tot	-1634.1047	Eh
net charge	+1



[2]
Here is a single C6H13NO4 molecule at a distorted geometry from the OMol25 dataset. Energies are from the ωB97M-V functional and the def2-TZVPD basis.

Cartesian coordinates (Å):
N: 1.962 -1.335 -1.015
C: 2.259 -0.713 0.287
C: 1.855 0.748 0.346
C: 0.390 0.978 0.738
C: -0.515 1.330 -0.432
C: -0.967 0.122 -1.230
O: -2.310 -0.273 -0.895
C: -2.381 -1.164 0.053
O: -1.774 -2.141 0.156
O: -3.387 -0.918 0.930
O: -3.452 0.474 1.149
H: 1.594 -2.266 -0.899
H: 2.806 -1.388 -1.559
H: 1.837 -1.271 1.108
H: 3.337 -0.736 0.426
H: 2.116 1.269 -0.562
H: 2.456 1.192 1.131
H: 0.006 0.153 1.328
H: 0.384 1.842 1.392
H: -0.035 2.051 -1.072
H: -1.407 1.819 -0.066
H: -0.988 0.400 -2.271
H: -0.278 -0.705 -1.155
H: -3.511 0.532 2.111

Results
2S+1	1
HOMO-LUMO gap	10.086	eV
SMILES string	NCCCCCOC(=O)OO
maximum force	4.20	eV/A
E_tot	-592.0236	Eh
net charge	0



[3]
Here is 4 unconnected molecules or ions with the total composition C16H28N4 at a distorted geometry from the OMol25 dataset. Energies are from the ωB97M-V functional and the def2-TZVPD basis.

Cartesian coordinates (Å):
C: 4.756 6.050 0.708
C: 4.352 6.005 2.170
C: 4.444 4.634 2.780
C: 3.655 3.606 2.129
N: 2.966 2.819 1.642
H: 5.813 5.818 0.574
H: 4.695 7.102 0.429
H: 4.167 5.460 0.005
H: 3.394 6.498 2.342
H: 5.102 6.607 2.682
H: 4.062 4.652 3.800
H: 5.473 4.296 2.904
C: -0.166 -1.071 -3.708
C: -1.654 -1.110 -3.661
C: -2.336 -0.846 -5.034
C: -1.966 0.327 -5.825
N: -1.745 1.221 -6.543
H: 0.307 -1.435 -2.796
H: 0.125 -0.027 -3.824
H: 0.265 -1.633 -4.537
H: -2.092 -0.571 -2.821
H: -1.862 -2.091 -3.236
H: -3.411 -1.028 -5.037
H: -2.024 -1.758 -5.542
C: -1.475 -0.134 1.109
C: -0.161 0.487 0.592
C: 1.056 0.083 1.282
C: 1.121 -1.400 1.485
N: 1.014 -2.541 1.665
H: -1.512 0.002 2.190
H: -1.512 -1.210 0.942
H: -2.309 0.298 0.556
H: -0.242 1.573 0.624
H: -0.031 0.328 -0.479
H: 1.139 0.516 2.279
H: 1.937 0.521 0.813
C: -3.814 -3.209 1.563
C: -2.458 -3.812 1.806
C: -2.397 -5.390 1.631
C: -2.671 -5.766 0.199
N: -2.875 -6.084 -0.891
H: -4.282 -3.741 0.734
H: -3.882 -2.123 1.512
H: -4.516 -3.485 2.349
H: -2.201 -3.566 2.837
H: -1.586 -3.383 1.312
H: -3.212 -5.722 2.274
H: -1.449 -5.767 2.015

Results
2S+1	1
HOMO-LUMO gap	11.747	eV
SMILES string	CCCC#N.CCCC#N.CCCC#N.CCCC#N
maximum force	2.60	eV/A
E_tot	-845.4036	Eh
net charge	0



[4]
Here is 2 unconnected molecules or ions with the total composition C2H9N5 at a distorted geometry from the OMol25 dataset. Energies are from the ωB97M-V functional and the def2-TZVPD basis.

Cartesian coordinates (Å):
C: -2.050 -0.521 -0.541
N: -0.085 -0.718 -0.081
N: 0.562 0.513 -0.356
N: 0.725 -1.774 -0.506
N: -2.334 -0.437 0.802
C: 2.280 1.839 0.291
N: 1.805 0.667 0.142
H: -0.085 1.293 -0.260
H: 1.683 -1.509 -0.735
H: 0.791 -2.434 0.261
H: -1.563 -0.956 1.289
H: -2.358 0.509 1.160
H: -2.121 -1.509 -0.973
H: -2.283 0.353 -1.145
H: 1.717 2.746 0.071
H: 3.314 1.938 0.580

Results
2S+1	1
HOMO-LUMO gap (alpha / beta)	7.789 / 7.788	eV
maximum force	2.64	eV/A
E_tot	-355.1788	Eh
net charge	0